{
  "formula": "C38H58N8O3",
  "method": "ωB97M-V with the def2-TZVPD basis set",
  "symbols": ["N", "C", "C", "C", "C", "H", "H", "H", "H", "H", "N", "C", "C", "C", "C", "H", "H", "H", "H", "H", "N", "C", "C", "C", "C", "H", "H", "H", "H", "H", "N", "C", "C", "C", "C", "H", "H", "H", "H", "H", "N", "C", "C", "C", "C", "H", "H", "H", "H", "H", "N", "C", "C", "C", "C", "H", "H", "H", "H", "H", "N", "C", "C", "C", "C", "H", "H", "H", "H", "H", "N", "C", "C", "C", "C", "H", "H", "H", "H", "H", "C", "C", "O", "H", "H", "H", "H", "H", "H", "C", "C", "O", "H", "H", "H", "H", "H", "H", "C", "C", "O", "H", "H", "H", "H", "H", "H"],
  "positions_angstrom": [[-0.250, 0.294, -0.944], [-1.401, 0.202, -0.179], [-0.999, -0.442, 0.951], [0.356, -0.651, 0.921], [0.864, -0.202, -0.235], [-0.257, 0.777, -1.831], [-2.354, 0.645, -0.427], [-1.672, -0.593, 1.782], [0.930, -1.182, 1.666], [1.860, -0.232, -0.651], [3.230, 0.212, 2.961], [2.149, 0.585, 2.229], [2.610, 1.628, 1.376], [3.970, 1.797, 1.548], [4.363, 0.884, 2.433], [3.237, -0.467, 3.709], [1.141, 0.280, 2.471], [1.967, 2.252, 0.772], [4.586, 2.500, 1.007], [5.210, 0.449, 2.944], [3.834, 0.397, 0.125], [3.028, -0.695, -0.015], [3.632, -1.432, -1.056], [4.759, -0.782, -1.572], [4.874, 0.351, -0.716], [3.716, 1.139, 0.800], [2.209, -0.876, 0.666], [3.275, -2.411, -1.339], [5.358, -1.123, -2.403], [5.659, 1.091, -0.668], [1.564, -3.563, -0.029], [2.004, -2.504, 0.692], [3.310, -2.740, 1.051], [3.662, -4.078, 0.640], [2.624, -4.479, -0.132], [0.670, -3.722, -0.472], [1.298, -1.721, 0.926], [4.036, -2.030, 1.419], [4.602, -4.610, 0.665], [2.510, -5.389, -0.703], [-3.587, 1.360, -0.283], [-2.847, 2.300, 0.415], [-3.751, 3.254, 0.955], [-5.022, 2.936, 0.401], [-4.927, 1.729, -0.355], [-3.295, 0.416, -0.489], [-1.807, 2.140, 0.658], [-3.375, 4.004, 1.635], [-5.981, 3.389, 0.608], [-5.678, 1.029, -0.690], [-2.354, 3.835, -1.948], [-1.116, 4.197, -1.602], [-0.188, 3.171, -1.898], [-0.948, 2.023, -2.297], [-2.306, 2.509, -2.331], [-3.179, 4.411, -2.039], [-0.736, 5.121, -1.192], [0.843, 2.977, -1.642], [-0.569, 1.051, -2.577], [-3.264, 2.075, -2.574], [-0.631, -3.192, 3.874], [0.542, -3.882, 3.534], [0.676, -3.851, 2.166], [-0.239, -2.926, 1.638], [-1.114, -2.603, 2.723], [-1.126, -3.227, 4.754], [1.073, -4.466, 4.271], [1.444, -4.431, 1.676], [-0.382, -2.537, 0.640], [-1.988, -1.969, 2.701], [-5.043, -0.306, -1.419], [-4.567, -0.733, -0.199], [-3.180, -0.843, -0.287], [-2.797, -0.518, -1.579], [-3.968, -0.108, -2.301], [-6.028, -0.368, -1.637], [-5.220, -0.843, 0.655], [-2.592, -1.332, 0.476], [-1.769, -0.487, -1.909], [-4.070, 0.227, -3.323], [1.492, 2.105, -1.709], [2.770, 1.358, -1.884], [2.447, 0.000, -2.049], [1.710, 3.000, -1.127], [0.691, 1.556, -1.214], [1.199, 2.540, -2.665], [3.338, 1.391, -0.954], [3.451, 1.743, -2.643], [3.076, -0.519, -1.544], [-1.970, 1.377, 2.218], [-1.720, 0.460, 3.405], [-2.970, 0.531, 4.088], [-2.933, 1.287, 1.714], [-1.190, 1.390, 1.457], [-2.055, 2.395, 2.596], [-0.925, 0.671, 4.120], [-1.588, -0.529, 2.965], [-3.670, 0.265, 3.486], [-0.970, -1.225, -3.090], [0.073, -0.375, -3.792], [0.480, 0.565, -2.829], [-1.873, -0.651, -2.882], [-0.603, -1.663, -2.161], [-1.275, -2.081, -3.692], [-0.362, -0.074, -4.745], [0.884, -1.035, -4.100], [1.391, 0.426, -2.559]],
  "forces_ev_per_a": [[-1.764, -2.487, 8.003], [7.001, 1.215, 0.887], [-0.980, -0.040, -0.363], [-1.718, 2.015, 1.046], [-4.864, 1.575, -2.144], [0.399, -2.057, 5.509], [6.705, 1.628, 0.753], [0.829, -0.603, -2.339], [-2.261, 2.255, 1.793], [-3.686, 1.014, -0.434], [0.964, 0.794, -1.569], [1.150, 3.630, 0.541], [-6.457, 2.077, 4.920], [3.118, 9.870, 10.092], [-0.189, -2.032, 5.505], [0.144, -0.025, -0.366], [0.715, 0.633, 0.205], [0.196, -0.324, -0.157], [0.023, -0.101, 0.118], [0.899, 0.915, -0.813], [2.797, -9.252, -5.946], [7.018, 0.112, 2.067], [3.041, -5.974, 3.487], [0.993, 1.038, 2.590], [2.301, -2.269, -1.532], [-1.307, -5.358, -6.534], [3.532, 1.213, -0.290], [0.069, 0.240, -0.405], [0.015, 0.220, 0.137], [-0.158, 0.199, -0.190], [2.807, -1.173, -2.596], [1.376, -4.223, -0.176], [0.424, -2.353, 1.321], [-0.160, 1.381, -0.413], [-1.741, -0.720, -0.454], [0.277, 0.247, 0.277], [2.244, -4.132, -1.875], [-0.284, -0.234, 0.494], [0.030, 0.257, 0.259], [-0.087, 0.047, 0.016], [-2.527, 8.486, 1.877], [-4.086, 2.350, -2.019], [1.030, -0.952, -1.900], [-0.036, -1.380, -0.138], [0.409, 3.955, 2.837], [-3.096, 2.359, -0.025], [-1.062, 1.617, -2.226], [-0.575, 0.307, -0.139], [0.093, 0.274, 0.015], [-0.003, 2.702, 0.830], [-0.305, -0.961, -0.589], [2.945, -0.170, -0.352], [-8.631, 3.890, 1.167], [-8.477, 6.669, -0.928], [1.447, 0.195, -0.780], [0.202, -0.139, 0.360], [-0.884, 0.407, -0.083], [-7.329, 8.639, 0.755], [-5.191, 4.678, -4.242], [0.389, -0.085, -0.164], [0.582, 0.264, -1.170], [-1.691, -0.512, 0.245], [0.575, -0.596, 2.213], [-3.635, -1.621, 2.781], [1.185, -1.135, -1.058], [0.313, 0.158, -0.174], [-0.062, 0.080, -0.064], [-0.373, -0.001, 0.765], [-0.264, -0.812, 0.483], [0.034, -1.040, 0.397], [1.728, -3.401, -1.243], [0.043, -2.996, -1.369], [-5.472, -9.260, 0.893], [-4.945, -1.985, -2.929], [1.171, -2.819, 1.473], [0.310, 0.343, -0.322], [0.008, -0.073, -0.153], [-0.983, 0.165, -0.567], [-2.440, 0.739, 3.281], [-0.173, 0.032, 0.224], [10.120, -4.648, -1.152], [0.835, 1.019, 0.800], [-0.702, 4.668, -6.756], [2.838, -0.557, 1.233], [2.287, 1.222, 0.344], [1.992, -1.857, -0.865], [-1.501, 1.567, -1.829], [-0.247, 0.032, -0.474], [-0.584, 0.870, -2.223], [2.271, 1.278, 4.034], [-1.795, 0.439, -0.554], [-0.043, -0.603, 1.550], [0.346, -1.657, 1.431], [0.242, -0.358, 2.055], [0.054, 0.095, 0.414], [-0.029, 0.336, -0.152], [0.432, 0.782, 2.475], [0.013, 0.076, -0.128], [1.274, -1.721, -3.223], [0.046, -2.410, 0.248], [5.197, -4.480, -12.206], [1.645, -1.238, -4.143], [0.094, 0.138, 0.025], [-0.048, -0.034, -0.360], [0.055, 1.249, 0.182], [0.551, 0.260, 0.264], [1.019, -2.063, -0.371]]
}

{
  "formula": "C5H10N",
  "method": "ωB97M-V with the def2-TZVPD basis set",
  "smiles": "C[C@H]1[NH2+]C12CC2",
  "charge": 1,
  "symbols": ["C", "C", "C", "C", "C", "N", "H", "H", "H", "H", "H", "H", "H", "H", "H", "H"],
  "positions_angstrom": [[-0.917, 1.479, 0.989], [-1.514, 0.644, -0.126], [0.854, -0.580, 0.212], [-0.155, 0.500, 0.174], [0.673, -2.012, -0.367], [0.998, 0.600, -0.625], [-0.693, 2.540, 1.081], [-1.039, 1.061, 1.960], [-2.253, -0.045, 0.377], [-1.975, 1.305, -0.998], [1.563, -0.452, 1.026], [-0.039, -1.906, -1.173], [0.346, -2.812, 0.307], [1.634, -2.333, -0.842], [1.743, 1.219, -0.366], [0.776, 0.793, -1.630]],
  "forces_ev_per_a": [[1.391, -0.459, 0.898], [-5.333, 2.115, -1.162], [-0.578, -2.273, 1.370], [1.191, -0.483, 2.053], [1.071, 1.180, -0.838], [0.788, 2.206, -3.983], [-0.125, -0.150, -0.934], [-0.540, -0.124, 0.754], [0.979, 0.301, -1.359], [1.332, -1.875, 1.614], [-0.027, -0.320, -0.059], [-0.371, -0.291, -0.240], [0.068, 0.735, 0.224], [-0.688, 0.235, 0.515], [0.334, 0.502, 0.458], [0.506, -1.299, 0.686]]
}

{
  "formula": "C24H56N8O8",
  "method": "ωB97M-V with the def2-TZVPD basis set",
  "smiles": "CN(C)C=O.CN(C)C=O.CN(C)C=O.CN(C)C=O.CN(C)C=O.CN(C)C=O.CN(C)C=O.CN(C)C=O",
  "symbols": ["C", "O", "N", "C", "C", "H", "H", "H", "H", "H", "H", "H", "C", "O", "N", "C", "C", "H", "H", "H", "H", "H", "H", "H", "C", "O", "N", "C", "C", "H", "H", "H", "H", "H", "H", "H", "C", "O", "N", "C", "C", "H", "H", "H", "H", "H", "H", "H", "C", "O", "N", "C", "C", "H", "H", "H", "H", "H", "H", "H", "C", "O", "N", "C", "C", "H", "H", "H", "H", "H", "H", "H", "C", "O", "N", "C", "C", "H", "H", "H", "H", "H", "H", "H", "C", "O", "N", "C", "C", "H", "H", "H", "H", "H", "H", "H"],
  "positions_angstrom": [[42.823, 11.756, 55.477], [43.081, 10.726, 54.776], [43.201, 13.002, 54.967], [43.278, 14.043, 55.954], [43.882, 13.074, 53.563], [42.398, 11.988, 56.389], [42.182, 14.143, 56.272], [43.680, 15.015, 55.405], [43.935, 13.820, 56.789], [43.864, 14.093, 53.247], [43.344, 12.383, 52.882], [44.825, 12.957, 53.824], [44.526, 11.180, 45.140], [43.479, 10.620, 45.528], [44.504, 12.132, 44.233], [45.766, 12.821, 43.888], [43.221, 12.297, 43.508], [45.610, 10.960, 45.497], [46.390, 13.038, 44.636], [45.476, 13.928, 43.602], [46.282, 12.484, 43.034], [42.811, 11.347, 43.251], [43.356, 13.082, 42.581], [42.558, 12.819, 44.080], [42.639, 14.480, 49.968], [41.845, 14.754, 50.905], [42.601, 13.163, 49.527], [43.430, 12.896, 48.262], [41.619, 12.165, 49.738], [43.201, 15.116, 49.560], [43.503, 11.936, 47.907], [44.540, 12.971, 48.556], [43.121, 13.577, 47.647], [40.653, 12.833, 49.716], [41.502, 11.791, 50.793], [41.614, 11.430, 48.953], [38.107, 18.795, 50.995], [38.704, 19.602, 51.816], [38.898, 18.053, 50.178], [38.357, 16.958, 49.448], [40.520, 18.142, 50.121], [36.989, 18.950, 50.820], [37.173, 16.712, 49.557], [38.636, 15.926, 50.040], [38.626, 17.140, 48.563], [40.771, 18.990, 50.705], [40.757, 18.207, 49.197], [40.621, 17.206, 50.597], [38.375, 8.885, 54.360], [37.630, 9.042, 53.374], [39.721, 9.178, 54.319], [40.550, 8.821, 55.585], [40.461, 9.760, 53.160], [37.952, 8.497, 55.339], [39.962, 8.202, 56.178], [40.661, 9.750, 56.063], [41.582, 8.458, 55.344], [41.058, 10.543, 53.582], [40.019, 10.060, 52.433], [41.286, 9.033, 52.543], [46.657, 9.775, 49.086], [47.417, 10.494, 49.683], [45.253, 9.653, 49.343], [44.339, 8.934, 48.522], [44.811, 10.161, 50.578], [47.067, 9.019, 48.354], [43.426, 8.581, 48.852], [44.781, 8.037, 48.258], [44.135, 9.368, 47.432], [43.691, 9.852, 50.495], [44.899, 11.298, 50.413], [45.300, 9.915, 51.599], [44.944, 17.595, 48.251], [45.573, 16.620, 48.841], [44.179, 18.475, 48.894], [43.378, 19.485, 48.109], [44.063, 18.583, 50.358], [45.016, 17.746, 47.185], [43.876, 20.071, 47.357], [42.795, 20.020, 48.730], [42.562, 19.233, 47.479], [44.410, 17.751, 50.948], [43.008, 18.718, 50.766], [44.682, 19.436, 50.652], [39.169, 12.121, 44.346], [39.939, 12.567, 43.399], [39.345, 12.455, 45.697], [38.372, 11.822, 46.608], [40.403, 13.295, 46.113], [38.259, 11.592, 44.116], [37.440, 11.530, 46.118], [37.904, 12.569, 47.379], [38.698, 10.875, 46.926], [40.205, 14.091, 46.988], [40.718, 14.047, 45.479], [41.371, 12.607, 46.349]],
  "forces_ev_per_a": [[3.572, 0.184, -6.694], [-1.535, 1.997, 2.979], [0.040, -2.309, -1.282], [-1.120, 2.488, -1.509], [-5.022, 0.394, 1.942], [-1.339, -1.053, 2.547], [1.706, 0.732, 0.169], [-1.130, -1.850, 1.422], [0.082, 0.004, 0.113], [-0.800, 0.756, -0.420], [0.906, 0.419, 0.529], [4.720, -1.714, 0.187], [-0.435, -1.338, 1.468], [1.915, 0.323, -0.156], [0.922, 0.691, -1.178], [-4.489, 3.061, -3.029], [2.801, 2.281, -3.059], [-1.650, 0.047, -0.079], [2.266, -0.139, 3.417], [0.252, -2.000, 0.295], [0.484, -0.992, -0.981], [-0.174, -0.498, -0.456], [0.009, -2.442, 1.963], [-1.956, 1.058, 1.858], [-8.031, -7.863, 5.645], [1.409, 0.560, -1.402], [3.928, 0.559, -2.792], [3.620, -0.672, 6.594], [-3.817, 2.652, 2.333], [5.070, 4.919, -3.570], [-1.229, -2.467, -0.773], [-1.386, 0.821, -0.506], [-1.157, 3.611, -4.288], [0.846, -1.670, -0.299], [0.827, -0.135, -1.007], [0.062, -0.285, 0.054], [3.593, 4.162, 2.133], [-2.589, -2.496, -2.236], [-0.263, 1.121, 0.388], [-4.148, -4.534, 8.682], [-6.293, -0.635, 6.197], [1.296, -1.136, 0.123], [2.505, 1.712, -0.418], [0.315, 2.072, -2.142], [1.915, -0.168, -7.486], [0.282, 0.578, 0.621], [1.686, 0.214, -6.287], [1.687, -0.968, 0.420], [-0.321, 0.497, -2.369], [1.068, -0.251, 1.844], [0.560, -1.372, 0.924], [0.385, 1.339, -3.523], [7.172, -5.667, 7.598], [0.796, 0.373, -0.777], [-0.741, -1.379, 0.930], [0.437, 1.141, 1.009], [-1.214, 0.012, -0.006], [0.481, 0.390, 0.026], [-6.694, 3.682, -8.064], [-2.011, 1.198, 2.303], [-1.616, -1.648, -0.352], [-0.476, 0.237, 0.281], [3.484, -0.425, -0.132], [1.413, 1.148, -4.545], [-2.549, 2.618, 0.841], [-0.697, 0.664, 0.034], [-1.887, 0.207, 1.734], [1.245, -2.199, -0.654], [0.263, -0.116, 2.358], [1.782, 0.982, 1.314], [-0.507, -1.242, 1.182], [-0.545, -0.161, -2.027], [2.323, -3.965, 3.134], [-2.282, 3.584, -2.264], [-1.943, 1.063, -0.776], [1.756, -1.751, -1.143], [-0.764, 0.669, 0.637], [-0.032, 0.051, -0.546], [1.270, 0.620, 0.517], [-0.936, 2.546, 2.759], [-0.811, -2.373, -0.710], [0.480, -0.671, -0.623], [1.192, 0.112, -1.138], [-0.293, 0.061, 0.176], [3.953, 3.756, -1.913], [-2.911, -2.002, 3.851], [-2.534, -1.011, -2.323], [-1.588, 2.460, 0.359], [2.531, -0.639, 4.070], [-0.259, -0.564, 0.072], [0.196, 0.337, -0.863], [1.667, -1.498, -0.891], [0.888, -0.844, 1.458], [-0.224, -2.600, -0.998], [0.406, 0.766, -2.620], [-2.067, 1.816, -0.187]]
}

Number 1: HOMO-LUMO gap 6.958 eV, HOMO energy -6.436 eV. Number 2: HOMO-LUMO gap 12.056 eV, HOMO energy -15.331 eV. Number 3: HOMO-LUMO gap 8.890 eV, HOMO energy -8.788 eV.